Entry 1:
Computed, not measured: a molecular structure, C38H50Ge2IrN5O3 at a distorted geometry, with ωB97M-V/def2-TZVPD.

Geometry as XYZ:
```
99
C38H50Ge2IrN5O3 | the OMol25 dataset | ωB97M-V/def2-TZVPD
Ir -0.151 -0.304 0.972
C -0.826 2.873 1.352
N -0.024 1.870 2.038
C -0.509 1.672 3.417
C -1.475 0.495 3.585
C -2.718 0.551 2.701
N -2.357 0.174 1.351
C -3.245 -0.198 0.519
C -2.924 -0.812 -0.748
C -3.736 -1.858 -1.191
C -3.333 -2.688 -2.217
C -2.100 -2.485 -2.820
C -1.317 -1.409 -2.450
C -1.713 -0.549 -1.426
O -0.964 0.529 -1.128
C 1.385 2.284 2.040
C 1.985 2.665 0.682
C 1.825 1.634 -0.452
N 1.836 0.303 0.082
C 2.864 -0.441 -0.107
C 3.187 -1.638 0.599
C 4.397 -2.283 0.310
C 4.869 -3.316 1.086
C 4.108 -3.764 2.175
C 2.904 -3.188 2.471
C 2.384 -2.099 1.708
O 1.290 -1.558 2.054
H -0.597 3.878 1.722
H -1.878 2.676 1.508
H -0.630 2.833 0.285
H -0.992 2.592 3.764
H 0.343 1.475 4.069
H -1.773 0.461 4.633
H -0.954 -0.446 3.361
H -3.164 1.550 2.715
H -3.472 -0.139 3.094
H -4.302 -0.192 0.797
H -4.671 -2.038 -0.685
H -3.972 -3.496 -2.535
H -1.752 -3.168 -3.580
H -0.366 -1.225 -2.932
H 1.966 1.470 2.475
H 1.498 3.169 2.681
H 3.049 2.818 0.868
H 1.576 3.612 0.335
H 2.642 1.780 -1.172
H 0.878 1.785 -0.971
H 3.632 -0.107 -0.817
H 4.977 -1.934 -0.532
H 5.816 -3.780 0.858
H 4.483 -4.572 2.781
H 2.308 -3.534 3.300
C -1.422 -5.998 1.623
N -1.504 -4.556 1.713
C -0.975 -3.678 0.845
N -0.223 -4.169 -0.163
O -1.197 -2.464 0.969
H -1.990 -6.436 2.440
H -0.388 -6.339 1.703
H -1.847 -6.359 0.683
H -2.043 -4.158 2.465
H -0.114 -5.155 -0.317
H 0.140 -3.527 -0.843
C -0.816 2.740 -5.927
Ge -0.639 1.163 -4.741
C -1.690 -0.358 -5.521
C 1.281 0.615 -4.518
Ge -1.516 2.128 -2.437
C -3.459 2.118 -1.901
C -3.955 2.788 -0.788
C -5.304 2.741 -0.478
C -6.171 2.012 -1.276
C -5.684 1.326 -2.377
C -4.336 1.380 -2.686
C -0.555 3.893 -2.034
C 0.674 4.113 -2.650
C 1.295 5.350 -2.590
C 0.691 6.394 -1.909
C -0.532 6.191 -1.292
C -1.158 4.957 -1.369
H -0.347 2.500 -6.877
H -0.334 3.623 -5.519
H -1.862 2.965 -6.113
H -1.934 -0.086 -6.545
H -2.616 -0.580 -5.000
H -1.085 -1.261 -5.552
H 1.525 -0.073 -5.324
H 1.473 0.115 -3.571
H 1.941 1.473 -4.606
H -3.292 3.361 -0.158
H -5.682 3.290 0.374
H -7.227 1.990 -1.049
H -6.353 0.758 -3.004
H -3.956 0.851 -3.553
H 1.151 3.309 -3.198
H 2.243 5.501 -3.084
H 1.163 7.364 -1.868
H -1.008 6.995 -0.751
H -2.123 4.834 -0.902
```

## Properties
HOMO energy (alpha / beta)	-12.48 / -12.47	eV
E_LUMO (alpha / beta)	-6.44 / -6.58	eV
net charge	+2
E_tot	-169666.9660	eV
relative energy (zero: lowest compared OMol25 entry of this formula, charge and spin)	2.5183	eV



Entry 2:
Computed, not measured: a molecular structure, C38H50GeN5O12OsP, with ωB97M-V/def2-TZVPD.

Geometry as XYZ:
```
108
C38H50GeN5O12OsP | the OMol25 dataset | ωB97M-V/def2-TZVPD
Os 0.480 0.029 -0.425
O 3.054 -0.556 2.033
C 1.875 -0.372 1.991
O 1.069 -1.213 1.240
C 1.177 0.735 2.688
C 1.778 1.279 3.807
C 1.114 2.265 4.511
C -0.130 2.718 4.122
C -0.723 2.164 3.005
C -0.084 1.179 2.229
O -0.627 0.676 1.149
N -2.074 2.626 2.682
O -2.359 3.769 2.973
O -2.830 1.832 2.154
N 1.728 2.822 5.723
O 1.079 3.625 6.359
O 2.841 2.432 6.009
H 2.742 0.919 4.137
H -0.644 3.480 4.691
O -0.064 -2.252 -1.322
H 0.393 -2.604 -2.095
H -0.979 -2.092 -1.596
C -4.486 -2.541 -0.445
C -4.115 -1.308 0.070
C -2.906 -1.158 0.735
C -2.049 -2.249 0.886
C -2.431 -3.488 0.360
C -3.642 -3.634 -0.299
Ge -0.414 -2.275 1.922
C 0.479 -3.988 1.843
C 0.009 -4.993 2.689
C 0.595 -6.251 2.689
C 1.666 -6.514 1.846
C 2.149 -5.519 1.008
C 1.559 -4.263 1.009
C -0.593 -1.694 3.752
C -1.763 -1.083 4.200
C -1.868 -0.652 5.516
C -0.806 -0.831 6.390
C 0.360 -1.453 5.957
C 0.462 -1.887 4.645
H -5.434 -2.654 -0.956
H -4.769 -0.452 -0.036
H -2.631 -0.188 1.122
H -1.776 -4.347 0.455
H -3.926 -4.601 -0.694
H -0.820 -4.800 3.363
H 0.221 -7.020 3.351
H 2.129 -7.492 1.849
H 2.993 -5.720 0.362
H 1.958 -3.487 0.368
H -2.594 -0.928 3.521
H -2.779 -0.178 5.858
H -0.887 -0.493 7.415
H 1.182 -1.602 6.644
H 1.373 -2.380 4.318
C 2.756 2.223 0.006
N 3.269 1.715 -1.260
C 3.218 2.696 -2.348
C 3.200 0.398 -1.531
N 2.387 -0.399 -0.835
N 3.997 -0.126 -2.478
C 5.289 0.447 -2.835
C 3.675 -1.403 -3.096
H 3.138 3.236 0.127
H 3.120 1.611 0.828
H 1.658 2.276 0.017
H 2.181 3.002 -2.504
H 3.602 2.283 -3.272
H 3.818 3.564 -2.074
H 2.642 -1.377 -0.888
H 5.544 1.246 -2.146
H 5.284 0.832 -3.856
H 6.048 -0.333 -2.762
H 4.072 -2.249 -2.528
H 4.120 -1.423 -4.089
H 2.595 -1.491 -3.207
C -2.140 -1.019 -3.942
C -2.004 0.310 -4.658
C -3.341 0.797 -5.178
C -0.949 0.252 -5.747
O -1.574 1.384 -3.726
P -0.707 1.288 -2.443
O -1.385 0.520 -1.296
O 0.610 0.511 -2.564
O -0.354 2.761 -2.085
C -1.229 3.893 -1.688
C -0.394 5.118 -2.002
C -1.484 3.741 -0.201
C -2.526 3.889 -2.475
H -2.541 -1.749 -4.646
H -2.815 -0.952 -3.088
H -1.163 -1.372 -3.613
H -3.717 0.105 -5.932
H -3.237 1.781 -5.634
H -4.069 0.858 -4.370
H -1.230 -0.493 -6.492
H 0.020 -0.024 -5.328
H -0.857 1.218 -6.242
H 0.540 5.099 -1.438
H -0.940 6.020 -1.724
H -0.166 5.167 -3.067
H -0.546 3.796 0.358
H -1.966 2.785 0.004
H -2.133 4.543 0.151
H -2.342 3.926 -3.547
H -3.098 4.772 -2.189
H -3.132 3.012 -2.248
```

## Properties
HOMO energy (alpha / beta)	-11.12 / -11.00	eV
expectation value of S²	0.75
multiplicity	2
E_LUMO (alpha / beta)	-3.03 / -3.03	eV
net charge	+1
E_tot	-140503.4355	eV
relative energy (zero: lowest compared OMol25 entry of this formula, charge and spin)	0.7032	eV



Entry 3:
Computed, not measured: a molecular structure, C38H51AsBrNSSiV at a distorted geometry, with ωB97M-V/def2-TZVPD.

Geometry as XYZ:
```
95
C38H51AsBrNSSiV | the OMol25 dataset | ωB97M-V/def2-TZVPD
V -0.048 0.473 1.547
C 1.256 -4.446 0.345
C 2.360 -4.274 -0.495
C 2.921 -3.032 -0.638
C 2.430 -1.879 0.066
C 1.261 -2.097 0.878
C 0.708 -3.362 1.018
C 2.812 0.774 0.226
C 3.899 1.657 0.075
C 3.749 3.022 0.180
C 2.488 3.560 0.419
C 2.249 4.959 0.470
C 0.998 5.432 0.719
C -0.066 4.517 0.938
C 0.143 3.172 0.908
C 1.429 2.637 0.636
N 1.610 1.281 0.599
H 0.803 -5.424 0.448
H 2.756 -5.113 -1.051
H 3.738 -2.915 -1.331
H -0.169 -3.490 1.638
H 4.882 1.270 -0.124
H 4.607 3.672 0.060
H 3.079 5.632 0.298
H 0.806 6.495 0.752
H -1.062 4.895 1.131
H -0.748 2.555 1.014
C 0.610 -0.996 1.484
C 3.118 -0.657 -0.116
C 4.424 -0.810 -0.817
C 5.433 -1.563 -0.216
C 6.653 -1.706 -0.862
C 6.846 -1.150 -2.119
C 5.825 -0.428 -2.729
C 4.621 -0.232 -2.072
H 5.275 -2.016 0.755
H 7.446 -2.267 -0.387
H 7.791 -1.282 -2.628
H 5.970 -0.010 -3.716
H 3.830 0.339 -2.543
C 1.707 0.029 6.104
As 0.028 -0.375 5.280
C -1.383 -0.175 6.556
C 0.049 -2.182 4.654
S -0.347 1.101 3.726
H 1.845 -0.630 6.960
H 1.699 1.066 6.431
H 2.506 -0.127 5.381
H -1.155 -0.783 7.431
H -2.317 -0.504 6.106
H -1.457 0.873 6.841
H 0.188 -2.824 5.525
H 0.873 -2.320 3.958
H -0.901 -2.408 4.176
C -3.730 3.382 -1.292
C -4.336 1.995 -1.545
C -3.591 1.382 -2.741
C -5.821 2.178 -1.952
Si -4.377 0.916 0.014
Br -1.946 0.211 0.004
C -4.569 1.802 1.682
C -3.431 2.772 2.028
C -5.887 2.609 1.577
C -4.694 0.829 2.861
C -5.172 -0.797 -0.129
C -6.682 -0.580 0.147
C -5.023 -1.389 -1.537
C -4.644 -1.837 0.872
H -3.787 3.955 -2.221
H -2.675 3.320 -1.011
H -4.265 3.953 -0.535
H -3.661 2.087 -3.572
H -4.023 0.444 -3.078
H -2.530 1.223 -2.545
H -5.855 2.832 -2.827
H -6.427 2.650 -1.176
H -6.295 1.240 -2.237
H -3.238 3.510 1.253
H -2.509 2.228 2.246
H -3.701 3.310 2.941
H -5.838 3.402 0.832
H -6.078 3.085 2.542
H -6.751 1.982 1.354
H -3.794 0.219 2.980
H -5.553 0.167 2.778
H -4.826 1.412 3.777
H -7.147 0.108 -0.560
H -6.885 -0.227 1.158
H -7.189 -1.542 0.036
H -5.488 -0.774 -2.305
H -5.526 -2.358 -1.557
H -3.978 -1.554 -1.810
H -4.827 -1.563 1.908
H -3.577 -2.032 0.746
H -5.171 -2.776 0.686
```

## Properties
HOMO energy	-16.39	eV
E_LUMO	-10.58	eV
net charge	+3
E_tot	-216981.0072	eV



Entry 4:
Computed, not measured: a molecular structure, C38H51AsCl3N2NiO3Si at a distorted geometry, with ωB97M-V/def2-TZVPD.

Geometry as XYZ:
```
100
C38H51AsCl3N2NiO3Si | the OMol25 dataset | ωB97M-V/def2-TZVPD
C -3.249 -1.735 -1.503
C -3.374 -0.259 -1.704
H -4.212 -2.250 -1.599
H -2.821 -1.951 -0.514
H -2.559 -2.168 -2.243
C -4.523 0.424 -1.816
C -5.888 -0.183 -1.754
H -4.492 1.507 -1.989
H -5.877 -1.151 -1.238
H -6.310 -0.337 -2.758
H -6.576 0.484 -1.221
Ni 0.105 -4.190 -0.733
Cl 1.879 -3.454 -1.674
Cl -0.197 -2.492 0.747
H 5.999 -1.952 2.455
H 5.196 -3.053 0.738
C 5.086 -1.462 2.790
C 4.239 -3.237 1.245
N 3.965 -2.094 2.112
H 5.134 -0.387 2.558
C 2.742 -1.559 2.328
O 2.564 -0.588 3.059
H 3.441 -3.361 0.494
H 1.913 -2.071 1.782
H 4.969 -1.578 3.877
H 4.332 -4.163 1.838
H -3.703 -1.041 1.285
H -4.478 1.594 0.471
C -3.638 -0.535 2.259
C -4.373 1.725 1.562
N -3.332 0.865 2.086
H -2.860 -1.004 2.862
C -2.082 1.333 2.326
O -1.126 0.658 2.690
H -4.108 2.769 1.774
H -2.005 2.429 2.145
H -4.617 -0.625 2.748
H -5.332 1.473 2.037
O -1.533 0.536 -0.412
C -2.030 0.489 -1.666
C -2.252 3.046 -1.549
C -2.072 1.893 -2.315
H -2.414 2.941 -0.471
C -2.152 4.307 -2.152
H -1.374 -0.137 -2.312
C -1.898 1.989 -3.691
H -2.256 5.210 -1.546
C -1.911 4.398 -3.528
C -1.808 3.241 -4.305
H -1.793 1.060 -4.258
H -1.798 5.378 -3.999
H -1.634 3.293 -5.381
Si -0.843 -5.465 1.302
Cl -1.821 -5.038 -0.747
C -1.313 -4.611 2.876
C 0.977 -5.809 0.930
C -1.567 -7.218 1.403
H -1.535 -3.543 2.760
H -0.450 -4.717 3.551
H -2.171 -5.123 3.334
H -2.542 -7.215 1.903
H -0.880 -7.852 1.976
H -1.696 -7.662 0.409
H 1.509 -5.176 0.180
H 1.031 -6.851 0.586
H 1.519 -5.730 1.882
C 5.759 0.591 -0.296
C 5.196 1.729 0.290
C 3.808 1.843 0.415
C 2.990 0.804 -0.013
C 3.546 -0.351 -0.579
C 4.927 -0.445 -0.737
As 0.988 0.932 -0.145
C 0.830 2.461 1.080
C 1.377 2.315 2.362
C 1.322 3.377 3.265
C 0.670 4.563 2.912
C 0.055 4.677 1.663
C 0.116 3.615 0.753
C 1.243 1.961 -1.835
C 1.649 3.294 -1.876
C 1.891 3.913 -3.107
C 1.807 3.179 -4.289
C 1.481 1.819 -4.243
C 1.210 1.202 -3.015
H 6.839 0.506 -0.409
H 5.841 2.539 0.640
H 3.373 2.750 0.834
H 2.892 -1.151 -0.933
H 5.360 -1.328 -1.217
H 1.844 1.369 2.645
H 1.784 3.264 4.249
H 0.625 5.392 3.623
H -0.479 5.587 1.383
H -0.365 3.689 -0.223
H 1.782 3.865 -0.959
H 2.150 4.976 -3.132
H 1.988 3.666 -5.250
H 1.413 1.240 -5.166
H 0.969 0.139 -2.974
```

## Properties
HOMO energy (alpha / beta)	-4.92 / -4.49	eV
expectation value of S²	2.02
multiplicity	3
E_LUMO (alpha / beta)	2.54 / 0.96	eV
net charge	-1
E_tot	-196685.6753	eV
relative energy (zero: lowest compared OMol25 entry of this formula, charge and spin)	0.0000	eV



Q: Look up the net charge of the third one.
A: +3



Q: Which of these has the lowest E_tot?
A: C38H51AsBrNSSiV



Q: Which of these has the lowest E_tot?
A: C38H51AsBrNSSiV